Entry 1
9
Properties=species:S:1:pos:R:3 method="wB97M-V/def2-TZVPD" molar_mass_da=64.884 homo_ev=-10.350 e_lumo_ev=-1.42 smiles="BC(=C)C#N"
N -3.37095 -0.12141 -0.09685
C -0.28726 1.37028 0.04600
C -2.21411 -0.02139 0.05007
C -0.79206 0.00473 0.02719
B -0.17026 -1.38084 0.05400
H 0.70503 1.76882 -0.09600
H -1.05645 2.13937 0.12436
H 1.08635 -1.62872 0.38013
H -0.79361 -2.14116 -0.43469

Entry 2
9
Properties=species:S:1:pos:R:3 method="wB97M-V/def2-TZVPD" molar_mass_da=64.884 homo_ev="-9.708 / -10.033" e_lumo_ev="-1.07 / -1.77" smiles="BC(=C)C#N"
N 2.90270 -1.81656 1.15731
C -0.63054 -1.03930 0.87263
C 0.88824 -0.67967 0.07030
C 2.02629 -1.32982 0.60208
B 0.95271 0.52943 -0.84019
H 0.23318 0.61927 -1.78412
H -1.22054 -0.34454 0.34442
H 1.83950 1.23829 -0.55726
H -0.83729 -1.30885 1.86248

The computed energies, referenced to the most stable structure and given in eV, are entry 1 0.000; entry 2 1.970.

Entry 1
78
Properties=species:S:1:pos:R:3 method="wB97M-V/def2-TZVPD" molar_mass_da=432.642 homo_ev=-9.366 e_lumo_ev=0.57 smiles=C1CCOC1.C1CCOC1.C1CCOC1.C1CCOC1.C1CCOC1.C1CCOC1
O -24.89750 -31.66308 26.47716
O -22.41941 -33.45808 30.92793
O -15.36668 -28.78973 25.70975
O -25.45828 -26.60632 27.10222
O -19.47727 -28.94483 30.69210
O -13.97930 -28.35040 32.17326
C -14.48102 -26.47239 30.93527
C -24.17045 -31.70642 25.28977
C -25.06032 -30.33508 26.97570
C -15.37444 -30.15001 27.54687
C -26.46388 -25.76816 26.46240
C -25.73786 -24.51344 26.00302
C -15.31046 -27.98130 32.62153
C -23.10727 -32.70215 29.91367
C -14.33884 -28.18653 26.55623
C -20.91512 -29.04416 30.75640
C -19.12445 -29.02089 29.25105
C -24.62939 -29.49089 25.77784
C -22.55978 -32.74928 32.19471
C -24.00129 -32.31161 32.16731
C -24.33596 -32.05870 30.65597
C -14.47410 -28.89618 27.92048
C -13.33750 -27.27250 31.51330
C -24.56883 -25.77630 27.71182
C -21.47190 -29.02127 29.31117
C -23.61817 -30.35490 25.15793
C -15.70308 -27.18229 31.38597
C -15.43186 -30.13260 26.01590
C -24.50533 -24.48767 26.87766
C -20.32968 -28.36657 28.59368
H -14.41103 -27.09895 26.56342
H -21.73008 -32.04527 32.25856
H -18.99518 -30.03911 28.88413
H -25.47656 -29.18736 25.16280
H -24.34542 -30.97203 30.57138
H -23.61559 -26.28900 27.84057
H -25.20896 -32.57084 30.25139
H -21.31638 -29.97390 31.15974
H -24.09527 -28.59530 26.09524
H -27.03820 -26.29159 25.69802
H -22.64253 -30.39987 25.64187
H -24.21615 -30.20698 27.65324
H -16.54431 -26.53542 31.63494
H -24.12052 -31.47923 32.86088
H -20.30272 -27.29384 28.78505
H -14.97529 -31.11701 27.85297
H -14.61047 -25.50720 31.42491
H -23.59728 -24.50420 26.27494
H -13.54958 -29.19889 28.41215
H -14.53556 -30.44605 25.48065
H -15.76460 -28.97121 32.66551
H -12.69208 -26.72422 32.19955
H -21.36684 -28.18475 31.25183
H -24.63050 -33.13840 32.49688
H -27.21145 -25.62123 27.24192
H -16.40226 -30.11972 27.90847
H -15.33301 -27.54422 33.61980
H -25.48576 -24.54755 24.94312
H -12.61648 -27.71841 30.82817
H -26.03558 -29.99343 27.32248
H -23.38702 -33.36868 29.09785
H -18.16694 -28.52667 29.08665
H -20.68957 -28.55118 27.58150
H -24.85449 -25.57193 28.74367
H -22.37666 -33.55171 32.90932
H -13.47166 -28.45656 25.95359
H -23.32440 -30.03815 24.15719
H -23.39573 -32.46945 25.21432
H -14.40788 -26.42132 29.84892
H -22.40165 -28.46644 29.18540
H -24.89084 -31.81630 24.47918
H -21.61927 -29.99349 28.84089
H -16.28550 -30.62185 25.54680
H -26.25608 -23.55615 26.05909
H -24.56432 -23.62453 27.54069
H -16.10352 -27.88586 30.65609
H -15.01644 -28.20571 28.56640
H -22.39769 -32.01920 29.44658

Entry 2
78
Properties=species:S:1:pos:R:3 method="wB97M-V/def2-TZVPD" molar_mass_da=432.642 homo_ev=-9.278 e_lumo_ev=0.53 smiles=C1CCOC1.C1CCOC1.C1CCOC1.C1CCOC1.C1CCOC1.C1CCOC1
O -4.67389 0.46776 4.67952
O 1.15073 -0.33470 -0.82176
O 1.05427 -4.31762 -3.08181
O 0.87259 -1.35944 5.40011
O 3.40110 4.80016 -1.19442
O -2.48985 1.38456 -4.49469
C -1.61950 -0.51432 -5.54333
C 1.25970 1.03232 -0.54479
C -0.80740 0.24430 0.45453
C -3.61732 0.30369 3.68110
C -1.36937 -0.71044 -4.06641
C 4.70759 5.20933 -1.03191
C 5.51056 4.08778 -1.74279
C 1.14731 0.34137 3.93191
C 4.53657 3.18234 -2.41121
C -2.76462 0.58263 -5.49382
C 3.25490 4.10831 -2.46605
C -0.06610 1.51677 0.02053
C -5.67675 -0.45136 4.31734
C -5.52828 -0.73255 2.83959
C 1.16129 0.80169 5.33801
C 0.43946 -5.15312 -0.97579
C 0.18121 -0.83695 0.08703
C 0.37649 -0.25718 6.03050
C 0.92459 -5.58158 -2.39901
C -4.37463 0.12516 2.39501
C -1.57030 0.73791 -3.60037
C 1.37899 -3.27448 -2.09930
C 1.07806 -1.19532 4.01768
C 1.35066 -3.95213 -0.74754
H 6.16496 4.51611 -2.50199
H 3.32565 4.76522 -3.33298
H -0.05259 2.22778 0.84660
H 2.40437 3.46809 -2.70015
H 0.18774 -6.15528 -2.96117
H 2.39917 -4.23724 -0.66121
H -0.64254 -0.22170 -5.92807
H -2.85302 1.15962 -6.41434
H -0.32724 -1.62458 -0.46904
H 0.73177 -5.87330 -0.21159
H 4.71325 6.14256 -1.59506
H 2.25323 -2.66664 -2.33239
H -3.73199 0.20961 -5.15743
H -0.49250 1.98359 -0.86737
H -6.46005 -0.45034 2.34942
H -4.66306 1.08161 1.95901
H -0.65477 1.32942 -3.60374
H 2.03250 -1.43765 3.55034
H 2.05928 0.71337 3.46497
H 0.35939 0.75704 3.30382
H 4.75787 2.94634 -3.45209
H -2.83960 -0.45894 3.72183
H 4.85422 5.27298 0.04630
H 1.91260 -6.03921 -2.34878
H -0.69297 -0.10969 5.88016
H -3.70448 -0.26791 1.63048
H -1.86277 0.76800 -2.55077
H 2.17417 0.98327 5.69746
H -0.44424 -1.20593 -3.77192
H 1.56712 1.62482 -1.40650
H 0.69890 1.78734 5.39085
H 6.01179 3.32766 -1.14354
H -0.58187 -4.80501 -0.82145
H -5.53270 -1.35365 4.91166
H 0.50777 -0.24218 7.11246
H 1.95821 1.07367 0.29096
H 0.78813 -1.21523 0.90962
H -5.36939 -1.80999 2.79510
H 1.15091 -3.31774 0.11603
H -2.10520 -1.21941 -3.44382
H -1.04816 0.40091 1.50601
H 4.26781 2.26801 -1.88219
H -6.65824 -0.03757 4.54881
H 0.26380 -1.65871 3.46060
H 0.53253 -2.59060 -2.03675
H -3.17926 1.29929 3.75168
H -1.69759 -1.50981 -5.98037
H -1.71097 0.14733 -0.14736

The computed energies, referenced to the most stable structure and given in eV, are entry 1 0.000; entry 2 1.065.

Entry 1
18
Properties=species:S:1:pos:R:3 method="wB97M-V/def2-TZVPD" molar_mass_da=90.150 spin_multiplicity=2 homo_ev="-3.324 / -9.067" e_lumo_ev="0.64 / 0.57"
N -0.63861 -0.20811 -1.69065
N -2.03731 0.83998 2.92637
N 2.96431 -0.77158 -0.88230
C -1.48038 0.32354 1.68675
C 1.66081 -0.23037 -0.92361
C 0.75886 -0.54534 -1.96344
H -2.02523 0.78769 0.85773
H -1.90260 1.84385 2.95852
H -0.74866 -0.08982 -0.67363
H 1.34564 0.36550 -0.07983
H -1.68035 -0.74629 1.60999
H -1.29365 -0.94959 -1.97304
H 3.62111 -0.29902 -0.28658
H -0.97066 0.66003 -2.12594
H 0.95706 -0.95590 -2.93676
H -0.40854 0.49085 1.55049
H 3.39296 -0.98672 -1.76728
H -1.51475 0.47131 3.71322

Entry 2
18
Properties=species:S:1:pos:R:3 method="wB97M-V/def2-TZVPD" molar_mass_da=90.150 spin_multiplicity=2 homo_ev="-3.172 / -9.699" e_lumo_ev="0.85 / 0.71"
N 0.46517 -1.57867 -0.80281
N 2.73792 1.30259 -0.04195
N -1.95085 -0.57513 0.40143
C -2.01522 0.88429 0.68400
C 1.61603 -0.75856 -0.52063
C 1.55237 0.54224 -0.34523
H -3.00004 1.09563 1.10502
H -1.23988 1.13608 1.40451
H 0.61431 1.08478 -0.44700
H 2.73227 2.15584 -0.59089
H 2.67439 1.62010 0.92307
H 2.57994 -1.24735 -0.44547
H -1.09601 -0.88656 -0.12412
H -2.81484 -0.87356 -0.12003
H -1.97362 -1.10131 1.32343
H 0.41197 -1.75523 -1.80232
H 0.59490 -2.48466 -0.36340
H -1.88879 1.43949 -0.23760

The computed energies, referenced to the most stable structure and given in eV, are entry 1 0.674; entry 2 0.000.

Entry 1
58
Properties=species:S:1:pos:R:3 method="wB97M-V/def2-TZVPD" molar_mass_da=457.073 homo_ev=-7.717 e_lumo_ev=1.51 charge=-1
O -5.32118 -4.22016 0.38057
O -0.00466 7.00241 -0.23620
O -3.00983 -1.17368 -5.82078
O 4.27425 3.24884 -0.11246
O 1.42287 -1.22328 -0.94384
O -0.18478 0.89612 2.63170
O -2.94948 5.19888 6.35022
O 0.06834 -0.89183 1.10577
O -2.13951 -9.07275 0.87223
O 2.44920 -2.62888 4.63566
O 1.12879 4.17600 -3.59793
O -1.70205 1.91285 0.10948
O 4.28063 1.74726 5.38568
O -6.43255 4.43747 3.82192
O 2.73445 -2.74575 -1.96324
O 7.65034 0.17007 -3.50360
O 6.23699 0.09910 2.01761
O -3.18024 5.62101 -4.28716
O -7.10196 1.61605 0.20118
O 0.33731 -4.48824 -1.53617
O -0.74614 -0.02866 -0.75988
O -0.48270 -2.49485 -0.73899
O 1.89386 -10.48315 -4.46628
C -1.08512 0.83008 0.20723
C -0.38560 0.29189 1.48848
C 0.46381 -3.32204 -1.15565
C 1.68348 -2.44753 -1.32948
B 0.05969 -1.15943 -0.39412
H -1.63828 -8.42240 1.36422
H -1.48140 -9.55318 0.36994
H 1.63231 -9.94387 -3.71995
H 2.45063 -11.16339 -4.08744
H 7.82732 0.66091 -2.70112
H -5.82491 -3.79868 1.07688
H 4.41062 2.40987 0.32772
H -2.43978 -1.19732 -6.58936
H -2.43191 4.51507 5.92507
H 3.35762 1.54229 5.23643
H 5.79090 -0.74690 2.05683
H -7.30401 4.40823 4.21682
H 3.37212 -2.74901 4.41206
H 4.70949 1.54165 4.55501
H -6.53356 3.98611 2.98388
H -2.66947 -0.45229 -5.29165
H 1.77007 3.80565 -2.99143
H -2.48375 5.04157 -3.97834
H -2.76813 6.48315 -4.34286
H 2.11467 -2.03530 3.96336
H -7.23052 2.27378 -0.48226
H 6.97852 -0.46431 -3.25368
H -3.64369 5.39963 5.72253
H -6.60483 0.91908 -0.22697
H 1.41508 3.87801 -4.46134
H 7.15310 -0.12030 1.84782
H 4.95241 3.82116 0.24640
H 0.23656 6.80082 -1.14029
H -0.66825 6.34948 -0.01357
H -4.40711 -4.05729 0.61337

Entry 2
58
Properties=species:S:1:pos:R:3 method="wB97M-V/def2-TZVPD" molar_mass_da=457.073 homo_ev=-7.488 e_lumo_ev=1.60 charge=-1
O -0.74511 -0.02712 -1.98012
O 1.55742 1.69457 -2.63904
O -2.13695 3.49584 0.81637
O 3.58153 -2.98960 2.93990
O -1.59868 0.12418 1.19294
O 0.98515 -1.71041 -3.49096
O 2.05504 -1.78989 -0.92392
O 3.89742 -0.15916 1.13892
O 0.30684 0.22398 -0.12816
O 4.25174 2.75926 2.76101
O -0.94465 -3.02914 -1.88662
O -2.90451 -2.20036 -3.57013
O -4.00570 -3.31701 -0.29768
O 0.70072 -0.54080 2.06832
O 0.16685 1.65995 1.77912
O 1.46361 2.52769 3.15610
O 1.32926 -3.84691 1.50090
O -0.04607 4.68306 2.55753
O -2.46764 0.46962 -3.86168
O -5.00427 0.32828 -1.53626
O -2.94861 -0.72962 -0.17617
O 0.29546 3.20822 -0.57970
O 2.25884 -0.35587 3.61868
C 1.37582 0.14549 2.86896
C -0.67231 -0.19182 -0.78695
C -1.83571 -0.20516 0.03686
C 1.02214 1.51254 2.67723
B -0.12592 0.34184 1.26591
H 1.08531 2.78780 -0.22140
H 4.42624 3.67443 2.81516
H -4.85568 -3.10450 -0.67878
H 0.42734 -3.63456 1.27767
H 0.51840 -0.94762 -3.11933
H 4.09379 -0.22203 2.04845
H -2.04516 0.98739 -4.57788
H -4.83844 1.25177 -1.40667
H -0.29783 -2.53053 -2.32328
H 3.55154 -3.72929 3.56162
H 1.27095 1.79487 -1.78575
H -3.82411 -2.01985 -3.49427
H 3.32350 2.70301 2.95628
H -3.63556 -2.41703 -0.20155
H 0.33058 4.05508 3.17498
H 1.72122 -1.86651 -2.86717
H -0.75094 4.14322 2.17942
H -0.26532 3.42499 0.17855
H -2.80748 2.83924 0.83299
H 3.54602 -2.17069 3.48801
H 2.46098 1.37789 -2.59046
H -2.44973 -1.33784 -3.61465
H -1.86650 0.56067 -3.13669
H -2.50740 4.23504 0.40262
H 1.74425 -1.93089 -0.07077
H 1.54974 -3.33961 2.24297
H -1.70330 -2.93964 -2.48010
H -4.40781 -0.17454 -0.92340
H 2.55742 -2.54702 -0.92779
H 3.83625 -1.00488 0.73987

The computed energies, referenced to the most stable structure and given in eV, are entry 1 0.458; entry 2 0.000.